P | 2 unconnected molecules or ions with the total composition C3H5FO. Source: the Open Molecules 2025 dataset; level of theory: wB97M-V/def2-TZVPD.

Each line ends with the Löwdin charge.
Element x y z (Å)
F 2.0398 0.0593 -1.0087  0.054
C 1.2016 -0.2121 0.0427  -0.276
C 0.4930 0.2546 1.0317  0.065
C 0.2691 -1.2193 0.5362  -0.060
H 0.4080 1.1511 1.7040  0.113
H 0.6040 -2.0837 0.9573  0.054
H -0.5926 -1.2592 -0.0693  0.025
O -1.1290 -0.8761 -2.1631  -0.055
H -0.5624 -1.2952 -2.8002  0.036
H -1.5654 -1.5201 -1.5734  0.045

The calculation puts the HOMO-LUMO gap at 10.288 eV. As for the SMILES: FC1=CC1.O. The HOMO energy is -9.5 eV. For the molar mass, the calculation gives 76.1 g/mol. As for the net charge: 0.


Q | A molecular structure, C3H5FO. Source: the Open Molecules 2025 dataset; level of theory: wB97M-V/def2-TZVPD.

Each line ends with the Löwdin charge.
Element x y z (Å)
C -0.5799 -0.1944 0.4813  -0.114
C 0.2842 1.0115 0.0091  -0.100
C 0.5421 -1.0123 -0.1577  -0.152
H -1.1718 -0.3222 1.3806  0.137
H -0.2026 1.4774 -0.8673  0.123
H 0.7041 1.7944 0.6753  0.126
H 1.0739 -1.5958 0.4763  0.094
H -0.2121 -1.2749 -1.0162  0.172
O 1.3348 0.1075 -0.4781  -0.118
F -1.7726 0.0088 -0.5035  -0.168

The calculation puts the HOMO-LUMO gap at 11.198 eV. The HOMO energy is -10.2 eV. For the molar mass, the calculation gives 76.1 g/mol. As for the net charge: 0.


Which structure wins on stability? Q wins.


P | 2 unconnected molecules or ions with the total composition C2H3OPS. Source: the Open Molecules 2025 dataset; level of theory: wB97M-V/def2-TZVPD.

Each line ends with the Löwdin charge.
Element x y z (Å)
C -1.7269 0.3001 -0.8191  -0.516
C 0.7158 -0.4897 1.0558  -0.353
O 1.8274 0.6270 -0.8792  -0.608
P -0.8190 0.4311 -2.0653  0.765
S 1.4275 0.8873 0.5287  0.743
H 0.5262 -0.8710 2.0252  0.010
H 0.4274 -1.1530 0.1554  0.038
H -2.3784 0.2682 -0.0015  -0.081

The calculation puts the HOMO-LUMO gap (alpha / beta) at 8.037 / 7.282 eV. The HOMO energy (alpha / beta) is -7.4 / -9.9 eV. For the molar mass, the calculation gives 106.1 g/mol. As for the net charge: 0. The spin multiplicity is 3.


Q | A single C2H3OPS molecule. Source: the Open Molecules 2025 dataset; level of theory: wB97M-V/def2-TZVPD.

Each line ends with the Löwdin charge.
Element x y z (Å)
C 1.5061 0.1727 0.0345  -0.643
C 0.2108 0.6317 0.3169  -0.398
O -0.6856 -0.5168 0.5549  -0.624
P 2.9751 -0.2746 -0.2187  0.782
S -2.1028 -0.7305 -0.1851  0.746
H -1.6702 -1.7528 -1.2325  -0.043
H 0.1034 1.3166 1.1511  0.113
H -0.3368 1.1537 -0.4211  0.067

The calculation puts the HOMO-LUMO gap (alpha / beta) at 5.778 / 6.939 eV. The HOMO energy (alpha / beta) is -5.4 / -9.6 eV. For the molar mass, the calculation gives 106.1 g/mol. As for the net charge: 0. The spin multiplicity is 3.


Which structure wins on stability? P wins.


P | 2 unconnected molecules or ions with the total composition C4H11N3O. Source: the Open Molecules 2025 dataset; level of theory: wB97M-V/def2-TZVPD.

Each line ends with the Löwdin charge.
Element x y z (Å)
C -1.9842 -0.5743 0.0770  -0.067
C 0.5311 1.0793 -1.6612  0.025
C 2.0866 -0.5643 1.2183  0.015
C 0.6882 0.0197 -0.7020  -0.076
N -2.0391 0.5247 0.4606  0.157
N -2.1979 -1.7882 -0.2060  0.275
N 1.2839 0.3621 0.3913  0.065
O -1.6169 1.6966 0.8494  0.162
H -0.3884 0.8499 -2.2533  0.136
H 0.3885 1.9844 -1.2556  0.070
H 1.3723 0.9789 -2.2431  0.109
H 3.1776 -0.3336 1.4266  0.145
H 1.5560 -0.6416 2.2717  0.148
H 1.9499 -1.5125 0.8050  0.065
H 0.4769 -0.9849 -0.8146  0.127
H -2.8857 -2.0375 -0.8851  0.169
H -1.7769 -2.5217 0.2887  0.147
H -2.0414 2.1756 1.5560  0.174
H 1.4195 1.2875 0.6764  0.154

The calculation puts the HOMO-LUMO gap at 11.196 eV. The HOMO energy is -19.9 eV. For the molar mass, the calculation gives 117.2 g/mol. As for the net charge: +2.


Q | A gas-phase ion, C4H11N3O (charge +2). Source: the Open Molecules 2025 dataset; level of theory: wB97M-V/def2-TZVPD.

Each line ends with the Löwdin charge.
Element x y z (Å)
C -2.6072 1.4500 -0.1311  -0.026
N -1.3846 1.8245 -0.7092  0.053
C -0.3578 1.0613 -0.7140  -0.074
N -0.0587 0.0413 0.1483  0.186
C 1.3845 -0.3489 0.3710  -0.282
N 2.2541 0.5415 0.6754  0.311
O 1.6871 -1.6112 0.4041  0.019
C 1.1668 -2.9436 0.0410  0.071
H -2.6067 0.4486 0.3200  0.109
H -2.8766 2.0858 0.7598  0.147
H -3.4268 1.5206 -0.7678  0.100
H -1.4720 2.6251 -1.4248  0.242
H 0.4562 1.3663 -1.4383  0.199
H -0.7485 -0.0152 0.8877  0.160
H 1.9487 1.4985 0.8253  0.172
H 3.2500 0.2222 0.6545  0.211
H 1.4125 -3.4366 1.0943  0.167
H 1.8580 -3.3850 -0.7615  0.143
H 0.1210 -2.9454 -0.2346  0.092

The calculation puts the HOMO-LUMO gap at 11.261 eV. As for the SMILES: CN/C=[NH+]/C(=[NH2+])OC. The HOMO energy is -19.7 eV. For the molar mass, the calculation gives 117.2 g/mol. As for the net charge: +2.


Which structure wins on stability? Q wins.


P | A single CH5OPS2 molecule. Source: the Open Molecules 2025 dataset; level of theory: wB97M-V/def2-TZVPD.

Each line ends with the Löwdin charge.
Element x y z (Å)
C -0.9004 0.7894 -1.3285  -0.177
O -0.2383 -0.3537 -0.8284  -0.599
P 0.8548 -0.2402 0.3708  0.259
S 1.1071 -2.3245 0.5351  0.375
S -0.4557 0.2722 1.9952  0.345
H -1.6014 0.4209 -2.0749  0.089
H -0.1969 1.4823 -1.7934  0.082
H -1.4476 1.3049 -0.5356  0.056
H 2.3564 -2.1976 0.9775  -0.211
H 0.5221 0.8463 2.6822  -0.220

The calculation puts the HOMO-LUMO gap at 9.610 eV. As for the SMILES: COP(S)S. The HOMO energy is -8.8 eV. For the molar mass, the calculation gives 128.2 g/mol. As for the net charge: 0.


Q | 2 unconnected molecules or ions with the total composition CH5OPS2. Source: the Open Molecules 2025 dataset; level of theory: wB97M-V/def2-TZVPD.

Each line ends with the Löwdin charge.
Element x y z (Å)
O 4.4969 -1.7146 -0.1622  -0.558
P 3.3385 -0.9497 0.3545  0.540
S 3.7259 1.0870 -0.1499  0.348
H 4.0723 0.9719 -1.3858  -0.223
C -1.1447 1.6352 0.4954  -0.471
S 0.1096 0.2614 0.6735  0.486
H -0.6416 2.5692 0.2212  0.019
H -1.8128 1.2406 -0.3132  0.018
H -1.7235 1.6830 1.5175  0.055
H 1.3110 1.0414 0.5277  -0.215

The calculation puts the HOMO-LUMO gap at 8.001 eV. As for the SMILES: O=PS.CS. The HOMO energy is -9.2 eV. For the molar mass, the calculation gives 128.2 g/mol. As for the net charge: 0.


Which structure wins on stability? P wins.


P | A molecular structure, ArH22O11. Source: the Open Molecules 2025 dataset; level of theory: wB97M-V/def2-TZVPD.

Each line ends with the Löwdin charge.
Element x y z (Å)
Ar 16.9471 -14.4902 -11.9225  0.312
O 16.6057 -11.8524 -13.6078  -0.073
H 17.2273 -12.5217 -13.8940  -0.026
H 17.0145 -11.0233 -13.8563  0.059
O 19.5196 -12.5886 -12.4611  -0.052
H 19.7131 -11.9776 -13.1721  0.058
H 18.7067 -12.2601 -12.0770  0.011
O 13.4009 -14.0930 -10.0430  -0.059
H 12.5973 -13.5745 -10.0830  0.049
H 14.0097 -13.6373 -10.6243  -0.014
O 20.5622 -15.2293 -12.5084  -0.058
H 20.2496 -14.3281 -12.5886  -0.020
H 20.6006 -15.5510 -13.4092  0.044
O 17.2845 -14.1362 -15.0410  -0.081
H 17.1398 -15.0038 -14.6636  -0.033
H 16.4049 -13.7955 -15.2037  0.043
O 14.4202 -12.2744 -11.8948  -0.063
H 14.9970 -12.3155 -12.6576  -0.011
H 14.4691 -11.3633 -11.6057  0.052
O 19.7901 -14.3619 -9.7390  -0.046
H 20.0633 -14.8035 -10.5431  0.021
H 20.2725 -14.8093 -9.0437  0.075
O 17.2170 -16.8988 -14.3537  -0.046
H 17.6510 -17.1761 -13.5469  0.041
H 17.2129 -17.6812 -14.9051  0.053
O 17.7978 -12.4674 -9.5677  -0.083
H 18.4518 -13.1644 -9.6204  -0.044
H 17.5213 -12.4666 -8.6513  0.036
O 13.1663 -16.0779 -12.0811  -0.070
H 13.3230 -15.4956 -11.3376  -0.030
H 13.5660 -16.9087 -11.8237  0.024
O 18.2023 -16.6007 -9.3398  -0.066
H 18.5682 -15.7163 -9.3249  -0.031
H 18.9503 -17.1667 -9.5304  0.028

The calculation puts the HOMO-LUMO gap at 10.529 eV. The HOMO energy is -10.4 eV. For the molar mass, the calculation gives 238.1 g/mol. As for the net charge: 0.


Q | A molecular structure, ArH22O11. Source: the Open Molecules 2025 dataset; level of theory: wB97M-V/def2-TZVPD.

Each line ends with the Löwdin charge.
Element x y z (Å)
Ar -0.1135 0.0101 -0.2594  0.229
O -2.4368 3.4163 -1.6205  -0.049
H -3.1440 3.2421 -2.2416  0.028
H -2.7058 2.9680 -0.8187  0.020
O 2.0261 2.9734 -2.2358  -0.057
H 1.9026 2.5785 -1.3727  -0.024
H 1.1736 2.8890 -2.6626  0.029
O -0.6160 -0.9139 2.6370  -0.086
H -1.2111 -0.9804 3.3838  0.077
H -0.5125 -1.8152 2.3317  0.016
O 2.5853 0.0117 -2.2434  -0.065
H 2.1327 0.6445 -2.8010  0.022
H 2.5006 -0.8211 -2.7078  0.046
O 0.5501 -3.0753 1.4216  -0.038
H 1.3974 -2.7823 1.7570  0.038
H 0.3686 -3.8835 1.9013  0.058
O -3.9197 -1.9350 -0.4783  -0.078
H -3.2913 -1.6543 -1.1436  -0.043
H -3.6490 -1.4754 0.3165  -0.036
O -3.1406 -0.2795 1.5704  -0.050
H -3.2661 0.5878 1.1855  0.049
H -2.2123 -0.3072 1.8022  -0.020
O 1.8314 0.2064 2.7888  -0.073
H 2.2914 -0.3053 2.1234  -0.031
H 1.0143 -0.2701 2.9355  -0.026
O -2.3831 -1.3452 -2.6487  -0.050
H -2.7861 -0.5302 -2.9481  0.052
H -1.6992 -1.5258 -3.2937  0.053
O 3.0521 -1.0193 0.5593  -0.050
H 2.8407 -0.6211 -0.2851  -0.007
H 3.9635 -1.2985 0.4714  0.061
O 2.2645 2.5270 0.5493  -0.048
H 2.1355 1.8129 1.1735  0.000
H 3.0565 2.9707 0.8527  0.055

The calculation puts the HOMO-LUMO gap at 10.047 eV. The HOMO energy is -10.1 eV. For the molar mass, the calculation gives 238.1 g/mol. As for the net charge: 0.


R | A molecular structure, ArH22O11. Source: the Open Molecules 2025 dataset; level of theory: wB97M-V/def2-TZVPD.

Each line ends with the Löwdin charge.
Element x y z (Å)
Ar -0.0392 0.0172 -0.0661  0.274
O 0.7305 -2.3100 2.1598  -0.092
H 0.6616 -2.3789 1.2076  -0.062
H 0.9317 -1.3880 2.3198  -0.042
O 1.1659 0.3863 3.1833  -0.060
H 0.4786 0.4409 3.8472  0.050
H 1.0919 1.2052 2.6933  -0.032
O -3.4438 -0.8352 -1.3292  -0.064
H -3.1282 -0.0118 -1.7015  0.039
H -2.8315 -1.4956 -1.6535  -0.017
O 1.3046 2.8864 2.1756  -0.027
H 1.0908 3.6292 2.7401  0.062
H 0.5223 2.7601 1.6386  -0.008
O 3.5383 0.6978 -1.2387  -0.054
H 3.2565 -0.0729 -0.7458  0.011
H 3.6208 0.3888 -2.1409  0.013
O -1.6196 -2.8674 -1.8135  -0.051
H -2.1167 -3.5262 -1.3286  0.060
H -0.8138 -2.7554 -1.3091  -0.016
O 2.2252 -1.9763 -2.6302  -0.030
H 3.1454 -2.2099 -2.7523  0.057
H 1.8908 -1.8459 -3.5175  0.062
O -3.3545 -0.0153 1.2749  -0.079
H -2.8834 -0.5357 0.6242  -0.024
H -3.9285 0.5512 0.7592  0.017
O -1.1779 2.6349 0.7159  -0.100
H -1.8774 2.8096 0.0863  0.065
H -1.5413 2.9042 1.5594  0.071
O 0.7762 -3.1689 -0.4504  -0.061
H 0.7674 -4.1196 -0.5615  0.080
H 1.4213 -2.8589 -1.0859  0.015
O 0.2374 4.1784 -1.1784  -0.051
H -0.2736 3.7653 -0.4823  -0.035
H 0.1722 5.1165 -0.9996  0.031

The calculation puts the HOMO-LUMO gap at 9.860 eV. The HOMO energy is -10.0 eV. For the molar mass, the calculation gives 238.1 g/mol. As for the net charge: 0.


Which structure wins on stability? P wins.


P | 2 unconnected molecules or ions with the total composition CHFIPS. Source: the Open Molecules 2025 dataset; level of theory: wB97M-V/def2-TZVPD.

Each line ends with the Löwdin charge.
Element x y z (Å)
C 2.3530 1.7474 0.2141  -1.285
F 3.0345 1.4667 1.4012  -0.161
P 2.3083 0.5385 -1.0956  0.348
S 1.9249 3.2286 -0.1680  0.710
I 2.9774 -1.4305 0.1150  0.316
H 0.0377 -0.3407 -1.0489  0.072

The calculation puts the HOMO-LUMO gap (alpha / beta) at 7.333 / 7.368 eV. The HOMO energy (alpha / beta) is -9.8 / -8.9 eV. For the molar mass, the calculation gives 222.0 g/mol. As for the net charge: 0.


Q | 2 unconnected molecules or ions with the total composition CHFIPS. Source: the Open Molecules 2025 dataset; level of theory: wB97M-V/def2-TZVPD.

Each line ends with the Löwdin charge.
Element x y z (Å)
C 0.4014 2.3625 -0.2053  -1.220
F 1.1516 3.4340 -0.5479  -0.079
P 1.0595 0.7780 -0.8640  0.247
S -1.1965 2.3599 0.2082  0.622
I 2.9377 0.5771 0.4624  0.389
H -0.2065 -0.2189 0.0792  0.041

The calculation puts the HOMO-LUMO gap at 7.785 eV. The HOMO energy is -8.9 eV. For the molar mass, the calculation gives 222.0 g/mol. As for the net charge: 0.


Which structure wins on stability? Q wins.